C51H48BaN7O2S | ωB97M-V/def2-TZVPD

Values from the calculation:
Net charge ... -1
Relative energy (zero: lowest compared OMol25 entry of this formula, charge and spin) ... 13.3 kcal/mol
E_HOMO ... -0.1953 Eh

XYZ file:
```
110
Properties=species:S:1:pos:R:3:forces:R:3
Ba 0.5431 -0.0171 -0.1445 0.4 -0.8 0.5
C -1.8428 -3.7066 -3.8652 0.0 0.0 0.0
C -2.1962 -3.3532 -2.4181 0.0 0.0 0.0
C -3.7143 -3.5012 -2.2365 0.0 0.0 0.0
C -1.4298 -4.1775 -1.3970 0.0 -0.2 -0.1
C -1.0917 -5.4953 -1.6966 0.0 0.1 0.0
C -0.4157 -6.2906 -0.7866 0.0 0.0 0.0
C -0.0904 -5.7624 0.4499 0.0 0.1 0.0
C -0.4200 -4.4539 0.8022 0.0 -0.1 0.1
C -0.0748 -4.0248 2.2273 0.0 0.1 -0.1
C -1.3030 -3.9092 3.1325 -0.1 0.0 0.0
C 0.7978 -2.7723 2.3192 0.0 -0.1 0.0
C -1.0815 -3.6390 -0.1399 0.2 0.2 0.2
N -1.3317 -2.2644 0.0977 -0.7 0.2 0.3
C -2.5639 -1.9864 0.5475 0.2 -0.2 0.0
O -3.4354 -2.7770 0.9569 0.0 0.1 -0.1
C -2.9517 -0.5162 0.4949 0.0 0.2 -0.2
C -4.2151 -0.0435 0.8122 0.0 0.0 0.1
C -4.4595 1.3164 0.6504 0.0 0.0 0.0
C -3.4754 2.1622 0.1553 -0.1 0.0 0.1
C -2.2464 1.6041 -0.1893 -0.4 0.4 0.0
N -2.0425 0.3143 0.0069 0.7 0.0 -0.5
C -1.2151 2.5120 -0.9128 -0.6 0.1 0.0
O -1.3337 3.7150 -0.6586 0.2 0.0 -0.2
N -0.4348 1.9076 -1.8247 0.1 -0.1 0.3
C 0.1440 2.7444 -2.8064 0.0 -0.1 -0.1
C 1.5323 2.7580 -3.0787 0.0 0.0 0.0
C 2.0292 3.6118 -4.0638 0.0 0.0 0.0
C 1.2028 4.4152 -4.8249 0.0 0.0 0.0
C -0.1642 4.3260 -4.6265 0.0 0.0 0.1
C -0.7070 3.4989 -3.6518 0.0 0.0 -0.1
C -2.2236 3.3842 -3.6004 0.0 0.1 0.0
C -2.8844 4.7201 -3.2533 0.0 0.0 0.0
C -2.7702 2.8311 -4.9209 0.0 0.0 0.0
C 2.5695 1.8980 -2.3599 -0.1 0.1 0.0
C 3.3841 2.7080 -1.3479 0.0 0.0 0.0
C 3.4829 1.1442 -3.3333 0.0 0.0 0.0
H -2.2415 -2.9478 -4.5462 0.0 0.0 0.0
H -2.2915 -4.6596 -4.1575 0.0 0.0 0.0
H -0.7665 -3.7849 -4.0213 -0.1 0.0 0.0
H -1.9353 -2.3060 -2.2350 0.0 0.0 0.0
H -4.0125 -4.5287 -2.4699 0.0 0.0 0.0
H -4.2425 -2.8335 -2.9260 0.0 0.0 0.0
H -4.0283 -3.2854 -1.2161 0.0 0.0 0.0
H -1.3605 -5.9088 -2.6624 0.0 0.0 0.0
H -0.1540 -7.3126 -1.0354 0.0 0.0 0.0
H 0.4205 -6.3832 1.1797 0.0 0.0 0.0
H 0.5285 -4.8441 2.6290 0.1 0.0 0.0
H -2.0266 -3.1901 2.7503 0.1 0.0 0.0
H -0.9945 -3.6065 4.1395 0.0 0.0 -0.1
H -1.8198 -4.8692 3.2041 0.0 0.0 0.0
H 0.2143 -1.8803 2.1077 0.0 0.1 0.0
H 1.6293 -2.8340 1.6163 0.0 0.0 0.0
H 1.2057 -2.6572 3.3278 0.0 0.0 -0.1
H -4.9620 -0.7350 1.1751 0.0 0.0 0.0
H -5.4341 1.7190 0.9015 0.0 0.0 0.0
H -3.6377 3.2208 0.0151 0.0 0.0 0.0
H 3.1001 3.6452 -4.2361 0.0 0.0 0.0
H 1.6138 5.0758 -5.5794 0.0 0.0 0.0
H -0.8315 4.9116 -5.2512 0.0 0.0 0.0
H -2.4915 2.6641 -2.8315 0.0 0.0 0.0
H -2.6780 5.4708 -4.0224 0.0 0.0 0.0
H -2.5120 5.0839 -2.2958 0.0 0.0 0.0
H -3.9710 4.6043 -3.1896 0.0 0.0 0.0
H -2.5911 3.5215 -5.7497 0.0 0.0 0.0
H -3.8490 2.6686 -4.8489 0.0 0.0 0.0
H -2.2959 1.8784 -5.1714 0.0 0.0 0.0
H 2.0633 1.1128 -1.8114 -0.2 0.0 0.0
H 3.9380 3.5037 -1.8542 0.0 0.0 0.0
H 4.0980 2.0677 -0.8219 0.0 0.0 0.0
H 2.7334 3.1633 -0.5985 0.0 0.0 0.0
H 4.1565 1.8186 -3.8662 0.0 0.0 0.0
H 2.8991 0.5951 -4.0777 0.0 0.0 0.0
H 4.1046 0.4321 -2.7813 0.0 0.0 0.0
S 4.9049 -5.5502 -4.7867 0.1 -0.1 -0.1
N 3.6415 -4.6191 -5.1723 0.1 0.0 0.0
C 3.3756 -3.8877 -4.1065 0.1 0.0 0.1
C 2.3179 -2.9086 -3.9982 -0.2 0.2 0.1
C 1.4766 -2.5587 -5.0562 0.0 0.0 -0.1
C 0.4936 -1.6193 -4.8477 0.0 0.0 0.0
C 0.3503 -1.0759 -3.5723 0.0 0.2 0.0
N 1.1565 -1.3844 -2.5707 0.0 0.1 0.0
C 2.1434 -2.2628 -2.7670 -0.1 0.0 -0.3
C 3.0858 -2.4744 -1.6598 0.2 -0.1 0.2
N 2.9344 -1.7095 -0.5703 0.1 0.1 0.0
C 3.8070 -1.8201 0.4227 -0.2 0.1 -0.1
C 4.8659 -2.7237 0.3970 0.1 -0.1 0.0
C 5.0248 -3.5270 -0.7102 0.0 0.0 0.0
C 4.1302 -3.4010 -1.7736 -0.1 0.2 0.2
C 4.2525 -4.1419 -3.0090 -0.1 0.0 -0.2
N 5.1639 -5.0609 -3.2675 0.0 0.0 -0.1
H 1.6082 -3.0299 -6.0230 0.0 0.0 0.1
H -0.1767 -1.3177 -5.6409 0.0 0.0 0.0
H -0.4179 -0.3342 -3.3467 0.1 -0.1 -0.1
H 3.6431 -1.1586 1.2713 0.0 0.0 0.0
H 5.5448 -2.7812 1.2368 0.0 0.0 0.0
H 5.8356 -4.2408 -0.7785 0.0 0.0 0.0
C 2.0122 1.1438 1.9628 0.3 0.1 0.1
C 2.5975 1.9867 2.6433 -0.1 -0.2 -0.2
C 3.2769 2.9803 3.4234 0.0 0.0 0.0
C 4.0243 3.9922 2.8055 0.0 0.0 0.0
C 4.6829 4.9539 3.5580 0.0 -0.1 0.0
C 4.6144 4.9320 4.9449 0.0 0.0 0.0
C 3.8752 3.9361 5.5720 0.0 0.0 0.0
C 3.2148 2.9733 4.8241 0.0 0.0 -0.1
H 4.0744 4.0140 1.7237 0.0 0.0 0.0
H 5.2510 5.7280 3.0550 0.0 0.0 0.0
H 5.1279 5.6844 5.5306 0.0 0.0 0.0
H 3.8094 3.9095 6.6536 0.0 0.0 0.0
H 2.6352 2.1994 5.3110 0.0 0.0 0.0
```
Positions in Å, forces in eV/Å.

Atomic partial charges in e from the Mulliken method, atoms 1 to 5:
1 Ba 1.384
2 C -2.116
3 C 2.033
4 C -1.604
5 C 0.658